ORCA calculation (ωB97M-V/def2-TZVPD) on a 9-piece molecular cluster, C42H111N9O12 overall.

Geometry as XYZ:
```
174
Properties=species:S:1:pos:R:3:forces:R:3:mulliken_charge:R:1
C -6.374150 -3.834454 0.775566 0.2 0.1 0.2 -1.445
C -6.289315 -2.330408 0.587061 -1.2 0.1 -1.2 0.363
C -4.878160 -1.819264 0.700751 -0.1 0.2 -0.1 0.067
O -4.851544 -0.433535 0.384775 -0.1 -0.5 0.8 -0.451
C -3.673220 0.183152 0.833248 0.5 1.0 -1.0 -0.162
N -6.762228 -2.058087 -0.803309 0.4 0.2 0.1 -0.717
H -6.039975 -4.173159 1.758258 -0.1 0.1 0.1 0.337
H -5.731921 -4.297346 0.028455 -0.1 -0.1 -0.1 0.303
H -7.394480 -4.173413 0.605552 0.0 -0.1 0.0 0.426
H -6.996090 -1.775522 1.214480 0.5 -0.2 0.8 0.433
H -4.257349 -2.348565 -0.033357 0.1 0.0 0.1 -0.586
H -4.483649 -2.008603 1.706459 0.0 0.1 0.0 0.514
H -3.522257 0.229177 1.916957 -0.3 -0.3 0.1 0.529
H -3.717474 1.202120 0.439981 0.0 0.1 0.2 0.185
H -2.772819 -0.234055 0.364231 -0.1 -0.3 0.1 -0.353
H -7.766396 -2.190711 -0.862736 0.0 -0.2 0.1 0.242
H -6.626677 -1.065016 -0.973465 0.1 0.0 -0.1 0.264
C -0.622844 -0.638527 6.067038 0.5 0.9 -0.6 -1.224
C 0.409920 -1.524377 6.742278 -1.0 -0.6 0.7 0.610
C 1.524300 -0.730481 7.364082 0.9 1.1 -0.8 -0.907
O 2.069969 0.137496 6.355432 -0.3 -0.2 0.2 -0.130
C 3.187879 0.841586 6.827716 0.1 -0.1 -0.4 -0.613
N -0.204562 -2.322007 7.845055 0.1 0.2 -0.5 -0.775
H -0.125027 -0.073447 5.272582 -0.2 -0.1 -0.1 0.093
H -1.035434 0.119877 6.741153 0.0 -0.2 0.2 0.366
H -1.445645 -1.178448 5.600661 0.0 -0.3 0.1 0.488
H 0.807810 -2.214443 5.996034 0.1 -0.1 0.1 0.172
H 2.373632 -1.318804 7.722541 -0.4 -0.4 0.3 0.382
H 1.148793 -0.096263 8.180922 -0.1 -0.2 0.1 0.334
H 3.989280 0.150240 7.120415 0.0 0.1 0.2 0.306
H 2.930673 1.506098 7.659352 0.1 0.0 0.1 0.316
H 3.555326 1.431196 5.987106 0.0 0.1 0.1 0.017
H -0.868473 -2.961208 7.417578 0.1 -0.1 0.1 0.289
H -0.787683 -1.666505 8.361011 0.1 -0.1 0.2 0.303
C 3.408449 6.343335 -0.786489 -0.8 -0.5 0.2 -1.059
C 4.359427 5.297330 -0.250985 0.7 -0.2 1.2 0.395
C 4.049290 5.015441 1.241998 -0.7 -0.6 -0.2 -0.128
O 4.545773 3.740027 1.586173 0.3 -0.3 0.1 -0.286
C 4.264769 3.412323 2.927759 0.2 -0.1 -0.2 -0.782
N 4.318742 4.105800 -1.082171 -0.4 0.2 0.1 -0.624
H 3.409305 6.346427 -1.874859 0.4 0.4 0.0 0.328
H 3.524503 7.323933 -0.329792 0.3 0.1 -0.2 0.457
H 2.385183 6.023745 -0.528947 0.1 0.0 0.0 -0.069
H 5.391941 5.659747 -0.163875 0.0 0.1 -0.7 0.365
H 2.959838 4.964772 1.430234 0.0 0.4 -0.1 -0.276
H 4.503962 5.773832 1.892441 -0.1 0.1 0.0 0.498
H 4.706259 4.177857 3.574812 -0.3 -0.1 0.3 0.457
H 4.722819 2.449073 3.148889 0.2 0.1 -0.1 0.189
H 3.188267 3.281710 3.102357 0.0 0.3 0.0 0.234
H 3.338527 3.839674 -1.173910 0.1 -0.1 -0.4 -0.125
H 4.753476 3.326058 -0.602317 0.2 0.1 0.0 0.467
C -1.864630 6.280721 0.947140 -1.3 -0.2 0.1 -1.513
C -1.827713 5.483129 2.235806 0.8 -0.4 0.7 0.442
C -2.912317 4.418005 2.293024 0.6 -0.3 -0.2 -0.485
O -4.164720 4.976775 2.030398 -0.3 0.0 0.1 -0.343
C -5.253658 4.257678 2.586252 0.3 0.1 0.3 -0.697
N -0.526512 4.774155 2.356033 0.0 0.2 -0.5 -0.464
H -2.768870 6.895083 0.981496 0.3 0.3 0.0 0.397
H -2.077785 5.613998 0.106022 0.5 -0.1 -0.1 0.298
H -0.981820 6.891476 0.782366 0.0 0.0 0.0 0.460
H -1.935246 6.107359 3.131160 -0.2 0.4 -0.3 0.328
H -2.859701 3.935550 3.279212 -0.2 0.0 0.0 0.386
H -2.653240 3.647697 1.547382 -0.2 0.0 0.0 0.134
H -6.084431 4.331563 1.890328 -0.1 0.0 0.1 0.263
H -5.512115 4.684788 3.562179 -0.2 0.1 -0.1 0.275
H -5.013219 3.206817 2.773251 0.0 0.0 -0.3 0.275
H -0.189705 4.723061 3.308863 -0.2 0.0 0.1 0.254
H 0.161045 5.314496 1.841770 0.1 -0.1 0.1 -0.025
C 1.598935 -1.535577 -2.155631 -0.6 0.9 0.0 -0.392
C 2.552783 -1.499527 -3.329073 -0.1 -0.6 -0.7 0.188
C 2.512000 -2.856891 -4.020937 0.3 -1.4 0.2 -0.241
O 1.199339 -3.159052 -4.428871 -0.4 0.2 0.5 -0.238
C 0.982921 -4.445917 -4.935999 0.7 0.1 -1.1 -0.759
N 2.171669 -0.408102 -4.201547 0.2 0.8 -0.3 -0.618
H 1.864596 -2.235371 -1.365880 0.0 -0.1 -0.1 0.295
H 0.604390 -1.734174 -2.565721 0.1 -0.5 0.2 0.335
H 1.459016 -0.536048 -1.732915 0.5 0.0 0.1 -0.345
H 3.599981 -1.395440 -3.027416 -0.1 0.4 0.2 0.307
H 2.864403 -3.613803 -3.293554 -0.2 0.1 0.0 -0.160
H 3.190804 -3.000390 -4.877634 0.0 0.6 0.0 0.481
H 1.457478 -5.261058 -4.376846 -0.3 0.2 0.5 0.222
H 1.446173 -4.522688 -5.937140 -0.2 0.0 0.0 0.298
H -0.091289 -4.564021 -5.041913 0.0 -0.2 0.1 0.253
H 1.180922 -0.358868 -4.400806 -0.1 -0.3 0.3 0.177
H 2.624082 -0.443466 -5.106654 0.2 -0.1 0.1 0.282
C -1.594481 -3.216501 -0.898282 0.5 0.0 0.3 -0.242
C -2.012076 -4.577381 -1.404821 -1.2 0.0 0.2 0.575
C -1.607802 -5.656352 -0.410961 1.4 0.0 -0.8 -0.378
O -2.038199 -6.904730 -0.902334 -0.4 -0.1 0.2 -0.362
C -1.347600 -7.990994 -0.323596 -0.2 -0.1 -0.5 -0.685
N -3.459655 -4.563911 -1.658839 -0.1 -0.2 -0.1 -0.579
H -1.836144 -3.104237 0.164368 -0.1 0.0 0.0 0.311
H -2.084116 -2.409731 -1.441648 0.1 0.0 -0.1 -0.237
H -0.510904 -3.113146 -0.984937 0.0 0.2 0.0 0.053
H -1.554351 -4.785366 -2.374144 0.2 -0.1 0.1 0.145
H -1.924078 -5.440984 0.617269 -0.4 -0.1 -0.1 0.399
H -0.499464 -5.676332 -0.410335 -0.1 0.1 0.3 0.059
H -1.826456 -8.906010 -0.671511 -0.1 0.0 0.1 0.291
H -1.399069 -7.952879 0.767149 0.2 0.0 0.0 0.318
H -0.317527 -8.017686 -0.699588 0.1 0.1 0.4 0.213
H -3.810969 -5.511049 -1.755914 0.1 0.0 -0.1 0.364
H -3.972208 -4.158971 -0.886323 0.1 0.1 0.1 -0.345
C -2.957293 5.835556 -4.948638 -0.4 0.7 -0.2 -0.867
O -1.874233 4.994235 -4.670838 0.1 0.0 0.1 -0.148
C -1.601465 4.038270 -5.671174 -0.1 -0.8 0.0 -0.744
C -2.699195 3.001145 -5.906676 -0.5 -0.2 0.2 -0.468
N -2.588665 1.811429 -5.034104 0.5 0.7 0.3 -0.524
C -2.188092 2.119671 -3.648634 -0.3 -0.8 0.1 -0.029
C -2.524069 0.884238 -2.846772 0.2 -0.6 0.8 -0.136
O -3.928282 0.695883 -2.890219 0.1 0.2 -0.1 -0.391
C -4.373681 -0.626901 -3.025362 -0.6 -0.2 -0.5 -0.488
H -3.927839 5.329744 -4.969768 0.1 -0.1 0.1 0.283
H -2.854670 6.373958 -5.903643 0.2 -0.2 0.0 0.355
H -3.007010 6.604043 -4.176833 0.1 -0.2 0.1 0.254
H -0.755996 3.449011 -5.312272 0.2 0.3 -0.1 0.282
H -1.303329 4.506953 -6.614865 -0.2 0.2 0.0 0.411
H -2.649391 2.692804 -6.954042 0.0 -0.1 0.1 0.360
H -3.706413 3.406164 -5.751647 0.2 0.5 -0.2 0.272
H -3.523089 1.439101 -4.908704 0.0 -0.2 -0.3 0.236
H -2.749297 2.953794 -3.207817 0.2 0.2 -0.1 0.224
H -1.113642 2.273291 -3.539841 0.0 0.3 -0.2 0.060
H -2.209396 0.946507 -1.791932 0.0 0.5 -0.1 0.010
H -1.979678 -0.002240 -3.201826 -0.2 0.1 -0.5 0.338
H -4.260202 -1.012340 -4.049308 0.4 0.1 0.1 0.298
H -5.451931 -0.590474 -2.877549 0.1 -0.2 0.3 0.212
H -3.910618 -1.325475 -2.325302 -0.1 0.1 0.1 0.206
C 2.377493 -5.958976 -1.657934 -0.4 0.4 -0.2 -0.672
O 3.454645 -5.205611 -1.176011 0.2 0.1 -0.2 -0.130
C 4.566871 -5.978534 -0.782920 -0.2 -0.3 0.7 -0.665
C 5.564662 -5.042396 -0.108739 0.1 -0.1 -1.0 -0.735
N 4.878554 -4.080228 0.725175 0.1 -0.6 0.1 -0.183
C 5.778481 -3.207997 1.458513 -0.8 0.1 -0.2 -0.600
C 5.041804 -1.970990 1.891637 -0.6 0.4 -0.2 -0.413
O 4.733950 -1.212625 0.726779 0.5 0.1 0.3 -0.323
C 4.387661 0.126734 0.997406 0.0 0.2 0.0 -0.520
H 1.869608 -6.517584 -0.862462 0.3 -0.2 0.0 0.472
H 2.674046 -6.607017 -2.490550 0.0 -0.2 0.1 0.417
H 1.651421 -5.236222 -2.038512 0.0 -0.1 0.0 -0.225
H 5.019124 -6.487540 -1.643853 0.0 0.1 0.0 0.385
H 4.248826 -6.762564 -0.078108 -0.1 0.1 0.0 0.372
H 6.130780 -4.576526 -0.940469 0.0 0.2 0.3 0.323
H 6.293592 -5.634441 0.448318 -0.1 0.0 0.2 0.417
H 4.249055 -3.567712 0.121797 0.0 0.3 0.2 0.107
H 6.605979 -2.897262 0.806785 0.3 0.0 0.4 0.366
H 6.090715 -3.708186 2.379265 0.5 -0.1 -0.2 0.327
H 5.635029 -1.382529 2.600536 0.2 0.0 -0.1 0.498
H 4.088581 -2.201664 2.388763 0.2 -0.3 0.1 0.084
H 4.862350 0.533441 1.898292 0.1 -0.3 0.0 0.304
H 3.306577 0.243918 1.136059 0.0 0.1 -0.2 0.137
H 4.765111 0.724431 0.168472 -0.4 0.1 -0.1 0.187
C 0.364695 -2.354697 2.328265 -0.7 -0.3 0.2 -0.430
O -0.020311 -1.014400 2.551774 0.0 0.1 0.1 -0.024
C 0.114046 -0.200154 1.417815 0.8 0.4 -0.9 0.795
C 0.162338 1.263832 1.823251 -1.2 -0.1 0.5 -0.876
N -0.137631 2.132905 0.707694 0.3 -0.1 -0.5 0.852
C 0.948252 2.267200 -0.244289 -0.4 0.2 -0.3 0.789
C 0.615273 3.373034 -1.225148 0.3 0.9 0.0 -0.198
O 1.584620 3.360722 -2.244204 0.2 -0.6 0.3 -0.247
C 1.485406 4.331025 -3.247472 -0.6 -0.1 -0.4 -0.286
H 0.316914 -2.594265 1.264605 0.2 -0.1 0.0 -0.023
H -0.370037 -2.993315 2.830485 0.1 0.0 0.0 0.251
H 1.344848 -2.585687 2.751836 0.1 0.2 -0.2 0.247
H -0.706067 -0.295583 0.691185 -0.2 -0.2 0.3 -0.403
H 1.017864 -0.475873 0.849883 0.0 0.0 0.2 -0.148
H 1.079680 1.505200 2.380636 0.1 0.0 -0.1 -0.029
H -0.696331 1.378488 2.499157 0.3 0.1 0.3 0.536
H -0.435021 3.049676 1.026730 0.2 -0.1 0.3 -0.425
H 1.071328 1.338205 -0.807458 0.2 0.0 0.1 -0.625
H 1.907692 2.548876 0.223796 0.0 -0.3 0.0 -0.343
H 0.714642 4.328856 -0.672887 -0.3 0.0 -0.1 -0.153
H -0.401784 3.336888 -1.632243 0.0 -0.3 0.1 0.502
H 2.403388 4.224163 -3.819846 0.1 0.5 0.0 0.352
H 1.296223 5.340463 -2.860732 0.5 0.0 0.1 0.260
H 0.643244 4.143016 -3.928169 0.0 -0.2 0.1 -0.298
```
Forces are in eV/Å.

Frontier orbital gap   9.0843 eV
2S+1   1
Structure (SMILES)   COC[C@H](C)N.COC[C@H](C)N.COC[C@H](C)N.COC[C@H](C)N.COC[C@H](C)N.COC[C@H](C)N.COCCNCCOC.COCCNCCOC.COCCNCCOC
F_max   1.7 eV/A